No. 1
{"formula": "C14H22BN3O7Si2", "method": "ωB97M-V/def2-TZVPD", "symbols": ["Si", "Si", "O", "O", "O", "O", "O", "O", "O", "N", "N", "N", "C", "C", "C", "C", "C", "C", "C", "C", "C", "C", "C", "C", "C", "C", "B", "H", "H", "H", "H", "H", "H", "H", "H", "H", "H", "H", "H", "H", "H", "H", "H", "H", "H", "H", "H", "H", "H"], "positions_angstrom": [[-3.00263, -3.55850, 1.05084], [-0.79055, -4.34002, -0.57022], [-0.54087, -0.48613, -0.65649], [-0.37873, 0.10769, 2.39832], [2.33802, 5.00546, -4.73201], [0.07576, -1.78310, -2.50289], [-1.79562, -4.66485, 0.71699], [0.19402, 2.17369, 2.21754], [1.06983, 6.58420, -4.00075], [1.45480, 5.43072, -4.01244], [0.43177, 1.01674, 2.48834], [-4.69957, -2.29691, -0.78034], [-4.42059, -3.64232, -0.19438], [2.09020, -0.63693, 3.23089], [-0.22189, 4.93212, -2.28542], [3.37395, -0.94961, 3.64345], [0.32983, -2.86864, -0.21090], [-0.42205, 2.70877, -1.39332], [1.23840, 3.17115, -3.06705], [1.78582, 0.68107, 2.94619], [3.99986, 1.36955, 3.48320], [0.61610, 2.28035, -2.20814], [4.32789, 0.05110, 3.76749], [-0.83864, 4.03273, -1.43189], [2.71945, 1.69265, 3.06802], [0.80681, 4.48430, -3.09287], [-0.06322, -1.66201, -1.13547], [-0.75762, -0.60728, 0.28115], [0.93511, 1.24830, -2.17530], [-3.53773, -3.90532, 2.38589], [4.74314, 2.14758, 3.58208], [2.45641, 2.71436, 2.84153], [-0.90616, 2.00537, -0.73169], [-0.78347, -1.63227, -2.92557], [-5.30477, -3.98785, 0.32708], [3.63018, -1.97539, 3.86682], [0.04336, -5.54115, -0.77642], [2.04474, 2.84580, -3.70601], [-4.46308, -2.31555, -1.76281], [-5.69097, -2.10709, -0.73204], [1.33662, -3.16460, -0.49410], [-2.47540, -2.17909, 1.13419], [-0.53854, 5.96300, -2.32091], [-1.64672, 4.36511, -0.79574], [0.34901, -2.61925, 0.84501], [1.34189, -1.40834, 3.13391], [5.33093, -0.19765, 4.08611], [-4.23874, -4.37110, -0.97938], [-1.54631, -4.11088, -1.82045]], "atomic_forces_ev_per_a": [[-0.41, -0.45, 0.57], [0.87, -0.50, 0.34], [-0.53, -0.02, 0.55], [0.04, -0.03, -0.07], [-0.06, 0.04, 0.05], [-0.48, -0.42, -0.25], [-0.19, 0.81, -0.55], [-0.01, -0.09, 0.03], [0.03, -0.08, -0.01], [0.08, 0.10, -0.08], [-0.12, 0.09, -0.10], [0.02, -0.33, 0.09], [0.15, 0.63, -0.24], [-0.04, -0.19, 0.01], [-0.14, 0.12, 0.09], [0.07, 0.07, 0.01], [-0.27, 0.14, -0.35], [-0.05, 0.03, 0.04], [0.10, -0.15, -0.04], [0.12, -0.05, 0.05], [0.02, -0.09, 0.02], [-0.03, 0.02, 0.03], [0.00, 0.00, 0.00], [0.06, -0.08, -0.02], [0.07, 0.19, -0.02], [-0.06, -0.09, 0.07], [0.35, -0.16, 0.03], [0.05, 0.47, -0.03], [-0.01, -0.03, -0.01], [0.08, -0.03, 0.02], [0.01, 0.03, 0.00], [-0.10, -0.01, -0.04], [0.01, -0.03, 0.01], [0.50, 0.36, -0.14], [-0.19, -0.15, 0.22], [-0.01, -0.03, 0.00], [-0.09, -0.05, 0.00], [0.02, 0.09, -0.06], [0.02, 0.15, -0.04], [-0.02, 0.07, -0.05], [0.21, -0.22, -0.10], [0.15, -0.01, -0.19], [0.06, 0.04, -0.08], [-0.01, 0.02, 0.02], [-0.08, -0.02, 0.25], [-0.08, 0.05, -0.03], [0.02, 0.00, 0.01], [0.13, -0.26, -0.06], [-0.24, 0.09, 0.05]], "mulliken_charge": [0.471, 0.482, -0.151, -0.674, -0.606, -0.537, -0.202, -0.598, -0.613, 1.009, 1.133, -0.532, -0.613, -0.218, -0.320, -0.545, -0.348, -0.350, -0.425, 0.176, -0.436, -0.316, -0.424, -0.601, -0.460, 0.018, 0.212, 0.140, 0.363, -0.223, 0.380, 0.461, 0.495, 0.297, 0.359, 0.383, -0.225, 0.456, 0.214, 0.219, 0.373, -0.102, 0.457, 0.409, 0.010, 0.425, 0.388, 0.340, -0.154], "multiplicity": 1, "lumo_energy_ev": -0.88, "homo_ev": -9.4, "orbital_gap_ev": 8.5}

---

No. 2
{"formula": "C4H4O5Rh", "method": "ωB97M-V/def2-TZVPD", "symbols": ["Rh", "O", "O", "O", "O", "O", "C", "C", "C", "C", "H", "H", "H", "H"], "positions_angstrom": [[0.76122, -0.45269, 0.12510], [-1.07658, 0.31981, 0.72128], [-2.87436, -0.50574, -0.40524], [3.87659, -1.63162, -0.77452], [1.22433, 1.37341, -0.12542], [-0.85211, -1.51661, -0.42958], [-1.70686, -0.62952, -0.10558], [0.31753, 2.22844, 0.49227], [2.86532, -1.31848, -0.39637], [-1.12097, 1.71534, 0.36758], [0.33782, 3.24070, 0.04577], [-1.81343, 2.24730, 1.03373], [0.54634, 2.35566, 1.57000], [-1.47474, 1.79787, -0.66997]], "atomic_forces_ev_per_a": [[2.74, -2.28, -0.79], [-0.23, 0.49, 1.04], [2.41, -0.22, 0.59], [-1.28, 0.36, 0.53], [0.13, 0.40, 0.68], [1.19, -0.59, 0.12], [-5.23, 0.86, -1.02], [-1.57, 1.50, 0.15], [1.15, -0.33, -0.57], [-0.27, 0.64, -0.53], [0.29, -0.38, 0.11], [0.27, -0.20, -0.18], [0.42, -0.22, -0.42], [-0.01, -0.03, 0.28]], "mulliken_spin": [2.780, 0.104, 0.049, 0.011, 0.660, 0.308, -0.022, 0.026, 0.019, -0.002, 0.032, 0.005, 0.031, -0.001], "multiplicity": 5, "e_above_lowest_kcal_mol": 0.0, "lumo_energy_ev": [-4.50, -8.45], "homo_ev": [-14.5, -15.2], "orbital_gap_ev": [10.0, 6.7], "total_charge": 1}

---

No. 3
{"formula": "C33H52BInN8O5SSe2SiTe2", "method": "ωB97M-V/def2-TZVPD", "symbols": ["Te", "Te", "In", "Se", "Se", "S", "Si", "O", "O", "O", "O", "O", "N", "N", "N", "N", "N", "N", "N", "N", "C", "C", "C", "C", "C", "C", "C", "C", "C", "C", "C", "C", "C", "C", "C", "C", "C", "C", "C", "C", "C", "C", "C", "C", "C", "C", "C", "C", "C", "C", "C", "C", "C", "B", "H", "H", "H", "H", "H", "H", "H", "H", "H", "H", "H", "H", "H", "H", "H", "H", "H", "H", "H", "H", "H", "H", "H", "H", "H", "H", "H", "H", "H", "H", "H", "H", "H", "H", "H", "H", "H", "H", "H", "H", "H", "H", "H", "H", "H", "H", "H", "H", "H", "H", "H", "H"], "positions_angstrom": [[-0.35657, 3.05992, -5.21183], [-0.13432, 0.35849, -5.53697], [0.03731, 1.56174, -1.47254], [-0.96193, -0.14967, -3.14290], [1.11963, 3.25462, -3.21172], [1.87968, -0.46468, -1.31803], [-1.94762, -1.67574, 0.15311], [-2.27286, -1.22103, 1.72547], [-3.25833, -2.55880, -0.39933], [-0.80789, -2.86779, 0.30599], [-1.61372, -0.35248, -0.61430], [2.25243, 2.43492, -0.61290], [4.10801, 1.03067, -0.72419], [-0.03722, 1.52159, 0.82819], [-1.01172, 4.49974, 0.86394], [-2.68021, 2.81827, -0.04553], [4.43053, -0.96978, -1.74571], [-2.14534, 2.51370, -1.24224], [-0.13040, 4.48888, -0.13933], [-0.93124, 2.12230, 1.63409], [6.40831, 4.18509, 0.82375], [1.00940, -4.31719, -0.04677], [-0.95764, 5.66967, 1.53315], [-5.46161, -3.32903, -0.72368], [3.56596, -1.92983, -3.87268], [4.28248, 3.19148, 0.27573], [-0.00250, 6.45909, 0.92906], [-4.37226, 2.44161, -1.41600], [4.37542, 5.21044, 1.58877], [0.70710, 0.72755, 1.58532], [0.48284, 5.66040, -0.12132], [-2.37601, -1.96945, 2.92064], [-4.49923, -1.57007, -2.22401], [-0.75501, 1.70443, 2.89641], [-0.45643, -3.69618, -1.96828], [-4.53965, -2.10648, -0.79534], [3.53544, -0.05414, -1.25488], [-4.02132, 2.76760, -0.12218], [3.63944, 4.21414, 0.96725], [3.43548, 2.14679, -0.40747], [-2.98359, -1.02253, 3.95966], [5.85617, -0.75784, -1.54551], [-5.05712, -1.01287, 0.14148], [5.76206, 5.19999, 1.51735], [-3.28821, -3.19579, 2.75984], [4.01306, -2.18737, -2.43307], [-3.14891, 2.28353, -2.07645], [-1.35289, -5.16713, -0.15710], [5.67187, 3.18281, 0.20901], [6.29492, -1.11586, -0.12446], [-0.42350, -3.98736, -0.47192], [-0.99764, -2.42866, 3.41976], [0.29918, 0.81537, 2.91969], [-1.86847, 3.25847, 1.18219], [4.86582, -2.87054, -2.42381], [6.08312, 0.29010, -1.73668], [-2.61716, 3.54919, 2.07748], [-3.95987, -0.67250, 3.61682], [0.17072, -2.83407, -2.19173], [-5.13106, -1.38888, 1.16475], [-1.09011, -2.96935, 4.36580], [6.33750, 5.98391, 1.99691], [-1.47447, -3.45865, -2.28009], [1.49026, 0.12761, 1.15669], [-1.38036, 2.07114, 3.69355], [-6.49452, -3.04719, -0.94123], [-2.33265, -0.15547, 4.08130], [-4.63252, 2.96174, 0.74376], [-4.35610, -0.17724, 0.13850], [-5.41376, -3.76808, 0.27558], [-0.35665, -1.55768, 3.55697], [7.49047, 4.17918, 0.75792], [4.36010, -1.43760, -4.43857], [6.00684, -2.14162, 0.11525], [-5.50171, -1.30713, -2.57339], [-4.06715, -2.31485, -2.89560], [-4.31742, -2.88365, 2.56845], [-1.09358, -6.03403, -0.76995], [-5.13758, -4.08082, -1.44694], [3.30585, -2.86980, -4.36488], [1.04039, -4.57396, 1.01528], [-6.03756, -0.66270, -0.18876], [7.37730, -1.01464, -0.01075], [0.70866, 0.29977, 3.77092], [5.79661, -0.44063, 0.56941], [-3.26434, -3.80407, 3.66743], [-3.09982, -1.52852, 4.92178], [-5.36186, 2.31935, -1.82195], [6.39051, -1.36990, -2.27463], [-2.96089, 2.01623, -3.10268], [2.68758, -1.28634, -3.87597], [-2.37883, -4.86603, -0.36633], [1.62934, -3.43235, -0.20351], [3.19844, -2.65381, -1.87893], [6.16107, 2.38775, -0.33722], [-1.27721, -5.44007, 0.89929], [3.86617, 6.00203, 2.12597], [1.24249, 5.89397, -0.84869], [-3.86617, -0.68438, -2.25533], [2.55714, 4.21890, 0.99534], [-2.94875, -3.79277, 1.91414], [-0.09916, -4.55892, -2.53696], [1.41094, -5.15002, -0.62902], [0.29935, 7.45875, 1.19536], [-0.54284, -3.06764, 2.66789], [-1.59793, 5.86076, 2.37979]], "atomic_forces_ev_per_a": [[-0.04, -0.15, -0.05], [-0.03, 0.21, 0.53], [-0.08, 0.10, 0.31], [-0.37, -0.50, -0.94], [0.04, 0.04, 0.13], [-0.02, -0.29, -0.12], [0.01, 0.55, 0.04], [0.04, -0.33, 0.45], [-0.03, -0.08, -0.10], [0.09, -0.11, 0.02], [0.12, -0.18, -0.27], [0.06, 0.13, 0.16], [0.26, 0.01, -0.05], [0.11, 0.10, -0.13], [-0.13, 0.22, 0.19], [-0.32, 0.04, 0.07], [-0.08, 0.12, 0.06], [0.34, -0.10, 0.04], [0.16, -0.23, -0.28], [-0.10, -0.13, 0.11], [0.03, 0.02, 0.01], [-0.07, 0.15, 0.00], [-0.09, 0.07, 0.08], [0.15, 0.07, 0.04], [0.07, 0.02, 0.18], [0.00, 0.12, 0.04], [0.03, 0.07, 0.01], [0.00, -0.01, 0.01], [0.03, 0.03, 0.05], [0.00, 0.08, 0.29], [-0.06, 0.04, 0.08], [-0.14, -0.06, 0.24], [0.20, 0.04, 0.10], [0.21, 0.03, -0.02], [-0.06, 0.22, 0.13], [-0.34, -0.02, -0.02], [-0.03, 0.00, 0.02], [0.03, 0.06, -0.10], [-0.04, 0.00, -0.03], [-0.19, -0.21, -0.08], [0.02, -0.02, -0.12], [0.05, 0.08, 0.12], [0.21, -0.08, 0.04], [0.02, 0.01, 0.00], [0.13, 0.20, -0.14], [-0.14, 0.07, -0.10], [-0.15, 0.14, 0.01], [0.04, 0.21, 0.06], [-0.01, -0.02, 0.03], [-0.09, 0.01, -0.18], [0.10, -0.30, 0.03], [-0.11, 0.17, -0.26], [0.01, 0.12, -0.05], [0.26, 0.00, -0.23], [-0.01, 0.00, 0.08], [0.06, -0.04, -0.07], [-0.08, -0.12, 0.09], [0.00, 0.00, 0.00], [0.03, 0.06, -0.06], [-0.05, 0.03, -0.04], [-0.01, 0.01, 0.00], [0.00, -0.01, 0.00], [-0.02, 0.01, -0.05], [-0.03, 0.00, -0.12], [-0.03, 0.07, -0.08], [-0.01, -0.02, -0.03], [-0.04, -0.04, 0.03], [0.07, 0.05, 0.02], [-0.05, 0.07, 0.00], [-0.02, 0.01, 0.00], [-0.04, -0.11, 0.02], [0.00, -0.01, 0.00], [0.00, -0.03, -0.03], [0.04, -0.01, 0.02], [-0.01, -0.02, 0.02], [-0.02, -0.01, 0.00], [0.02, -0.04, -0.02], [0.01, -0.02, 0.02], [-0.01, -0.01, 0.01], [0.02, 0.00, 0.00], [-0.01, -0.01, -0.01], [-0.02, 0.02, 0.00], [0.00, 0.00, 0.01], [0.00, 0.02, -0.02], [0.02, -0.02, 0.06], [-0.03, -0.01, 0.01], [-0.01, 0.01, 0.03], [0.00, -0.02, 0.01], [-0.03, 0.02, -0.04], [0.11, -0.07, 0.04], [-0.02, 0.03, -0.04], [-0.06, -0.06, -0.03], [0.03, -0.02, -0.02], [0.02, -0.03, 0.02], [-0.02, -0.03, 0.01], [0.01, 0.00, -0.01], [-0.02, -0.02, -0.01], [0.03, -0.10, -0.09], [0.08, 0.05, -0.07], [-0.01, -0.02, -0.02], [-0.03, -0.09, 0.02], [-0.01, -0.02, 0.02], [0.00, -0.03, 0.00], [-0.03, 0.00, 0.03], [0.09, -0.11, -0.01], [-0.01, -0.06, -0.02]], "mulliken_charge": [-0.315, -0.344, 1.238, -0.148, -0.361, 0.196, -4.614, 0.424, 0.042, 0.149, 3.701, -0.385, -0.241, 0.759, -0.161, 0.481, 0.332, 0.064, 0.409, 0.852, -0.710, -1.602, -0.303, -2.054, -0.893, 0.282, -1.170, -1.122, -0.721, -0.565, -0.354, 1.686, -1.180, -0.813, -1.019, 1.898, -0.179, -0.444, -0.123, -0.602, -1.758, -0.700, -1.012, -0.340, -1.406, -0.375, -0.203, -1.697, -0.163, -1.096, 1.931, -0.962, -1.598, 0.018, 0.527, 0.337, -0.311, 0.349, -0.042, 0.138, 0.465, 0.352, -0.009, 0.355, 0.518, 0.386, 0.168, 0.434, -0.050, 0.344, -0.066, 0.386, 0.348, 0.366, 0.444, 0.251, 0.292, 0.462, 0.338, 0.382, 0.295, 0.577, 0.373, 0.721, 0.209, 0.531, 0.373, 0.447, 0.521, 0.361, 0.078, 0.116, 0.041, -0.192, 0.312, 0.278, 0.416, 0.442, -0.069, 0.364, 0.064, 0.615, 0.426, 0.406, -0.049, 0.451], "multiplicity": 1, "e_above_lowest_kcal_mol": 11.5, "lumo_energy_ev": 3.97, "homo_ev": -1.7, "orbital_gap_ev": 5.7, "total_charge": -2}

---

No. 4
{"formula": "C3H7BO2", "method": "ωB97M-V/def2-TZVPD", "symbols": ["O", "O", "C", "C", "C", "B", "H", "H", "H", "H", "H", "H", "H"], "positions_angstrom": [[1.29437, 0.60566, -0.36997], [-0.04657, 1.31436, -2.16544], [-0.97044, -0.40715, -0.19202], [-0.28780, -0.21001, 1.15245], [1.18741, -0.22318, 0.73458], [0.15795, 0.56815, -1.06998], [-0.71755, 0.99601, -2.66964], [1.97286, 0.29565, 1.38458], [-1.00116, -1.48492, -0.30569], [-0.57526, 0.76554, 1.43952], [-0.52530, -1.07187, 1.81696], [1.48834, -1.20732, 0.38861], [-1.97684, 0.05907, -0.14395]], "atomic_forces_ev_per_a": [[0.21, 1.31, -1.83], [3.13, 1.48, 1.46], [0.60, 1.68, -0.75], [0.91, -1.74, -0.33], [1.46, 0.87, 2.03], [-2.25, -1.70, 0.82], [-3.22, -1.14, -2.27], [-1.23, -1.56, 0.15], [-0.26, -0.08, -0.95], [-0.10, 0.89, 1.35], [0.10, 1.11, 0.13], [0.23, -0.46, 0.57], [0.40, -0.65, -0.39]], "mulliken_charge": [-0.436, -0.549, -0.871, -0.467, -0.314, 0.663, 0.287, 0.235, 0.330, 0.288, 0.289, 0.241, 0.302], "multiplicity": 1, "e_above_lowest_kcal_mol": 1.8, "lumo_energy_ev": 0.63, "homo_ev": -10.3, "orbital_gap_ev": 10.9, "smiles": "OB1CCCO1"}

---

| no. | calculated total energy (eV) |
| --- | --- |
| 1 | -50108.6623 |
| 2 | -17446.1998 |
| 3 | -227079.2081 |
| 4 | -7997.5196 |